{
  "formula": "C40H71Br2F2N3O9Si",
  "method": "ωB97M-V/def2-TZVPD",
  "charge": 0,
  "homo_lumo_gap_ev": 8.9,
  "e_homo_ev": -8.642,
  "smiles": "C#CCN[C@@H](CCCCC)[C@@](O[C@@H](CON=O)NCC)(/C(Br)=C(/C)Br)C(F)(F)CC[Si](C)(C)c1ccccc1.COCCOCCOC.COCCOCCOC",
  "largest_force_ev_per_a": 1.90,
  "spin_multiplicity": 1,
  "elements": ["C", "C", "C", "N", "C", "C", "C", "C", "C", "C", "C", "O", "C", "C", "O", "N", "O", "N", "C", "C", "C", "Br", "C", "C", "Br", "C", "F", "F", "C", "C", "Si", "C", "C", "C", "C", "C", "C", "C", "C", "H", "H", "H", "H", "H", "H", "H", "H", "H", "H", "H", "H", "H", "H", "H", "H", "H", "H", "H", "H", "H", "H", "H", "H", "H", "H", "H", "H", "H", "H", "H", "H", "H", "H", "H", "H", "H", "H", "H", "H", "H", "H", "H", "C", "O", "C", "C", "O", "C", "C", "O", "C", "H", "H", "H", "H", "H", "H", "H", "H", "H", "H", "H", "H", "H", "H", "C", "O", "C", "C", "O", "C", "C", "O", "C", "H", "H", "H", "H", "H", "H", "H", "H", "H", "H", "H", "H", "H", "H"],
  "coordinates": [[-0.565761, -1.650130, 3.787346], [0.003847, -1.249171, 2.821123], [0.603756, -0.732448, 1.603823], [0.039587, -1.442191, 0.461055], [0.148363, -0.726883, -0.816031], [1.383099, -1.266244, -1.561072], [2.695080, -0.966204, -0.834945], [3.885976, -1.198511, -1.808616], [4.795930, -2.303999, -1.274914], [5.968499, -2.639845, -2.200920], [-1.139857, -0.754387, -1.642771], [-2.266092, -0.034095, -1.055835], [-2.143624, 0.926916, -0.061802], [-3.403476, 1.894175, -0.233057], [-4.233259, 1.546274, -1.356705], [-4.682563, 2.722602, -1.968765], [-5.186660, 2.501249, -2.998801], [-2.183152, 0.365515, 1.271789], [-1.889119, 1.329591, 2.330437], [-2.979354, 1.304089, 3.414170], [-0.959650, -0.058713, -3.011972], [-1.423726, 1.794892, -3.053847], [-0.494669, -0.509639, -4.182953], [-0.399267, 0.308678, -5.431629], [0.130621, -2.283243, -4.449117], [-1.810278, -2.194772, -1.725583], [-0.894578, -3.185586, -1.675086], [-2.507986, -2.343425, -0.542946], [-2.830157, -2.363847, -2.832299], [-4.003057, -3.312773, -2.445120], [-5.587481, -2.412207, -1.960421], [-5.469907, -1.615628, -0.251666], [-6.050095, -1.092184, -3.231159], [-6.979307, -3.690497, -1.814906], [-6.748738, -4.815240, -1.028498], [-7.721206, -5.782400, -0.836418], [-8.960562, -5.629711, -1.439789], [-9.196021, -4.519746, -2.228754], [-8.222382, -3.550185, -2.422505], [-1.027872, -2.155830, 4.595847], [0.499559, 0.356548, 1.545648], [1.671301, -0.932130, 1.702305], [-0.911307, -1.676418, 0.711550], [0.464031, 0.301968, -0.602224], [1.314912, -2.333568, -1.731105], [1.438475, -0.708772, -2.492148], [2.829632, -1.599068, 0.032984], [2.708158, 0.092615, -0.566785], [4.474750, -0.287069, -1.907878], [3.496688, -1.450241, -2.794122], [5.179387, -1.944908, -0.320376], [4.182387, -3.175333, -1.047611], [5.695273, -2.511050, -3.243789], [6.248701, -3.681630, -2.056636], [6.827695, -2.033458, -1.932141], [-1.299251, 1.606075, -0.149652], [-3.101161, 2.935326, -0.297115], [-4.045620, 1.803583, 0.638552], [-3.076560, -0.083125, 1.416409], [-0.962556, 1.092821, 2.850910], [-1.769138, 2.341465, 1.940324], [-3.014191, 2.243506, 3.958181], [-3.962504, 1.095142, 3.001087], [-2.720267, 0.514248, 4.113359], [0.359073, 1.081704, -5.340244], [-0.161563, -0.334491, -6.270159], [-1.356501, 0.771265, -5.654604], [-3.269248, -1.404752, -3.091669], [-2.408759, -2.763226, -3.746093], [-3.704855, -4.063669, -1.718513], [-4.272267, -3.868589, -3.345438], [-6.447149, -1.192723, -0.027549], [-4.676101, -0.877427, -0.244257], [-5.266204, -2.413496, 0.460492], [-6.989487, -1.317233, -3.725442], [-5.294334, -0.993380, -4.007530], [-6.123733, -0.145783, -2.706559], [-5.786695, -4.945891, -0.547961], [-7.503643, -6.625279, -0.198874], [-9.722592, -6.380503, -1.290368], [-10.166877, -4.386070, -2.686345], [-8.449856, -2.691832, -3.035174], [5.482357, 7.167470, -3.916592], [4.201867, 6.580837, -3.853333], [3.646994, 6.308200, -5.129268], [2.784536, 5.065968, -5.103933], [3.505888, 3.846112, -5.015724], [4.106392, 3.505715, -3.774098], [3.127144, 3.120278, -2.688306], [2.476857, 4.259095, -2.147526], [1.172451, 3.968932, -1.700665], [5.429107, 8.191749, -4.302449], [5.884284, 7.192587, -2.905059], [6.159530, 6.574969, -4.542133], [4.439396, 6.178112, -5.874925], [3.025337, 7.164467, -5.423671], [2.267032, 5.016046, -6.065245], [2.016697, 5.131596, -4.331343], [4.787022, 4.287163, -3.433127], [4.712122, 2.622720, -3.991819], [3.674745, 2.622141, -1.875781], [2.393429, 2.417194, -3.102500], [0.587496, 3.495434, -2.496251], [0.693362, 4.908053, -1.425811], [1.195775, 3.308305, -0.823071], [3.844951, -1.414478, 10.345173], [3.986116, -0.543396, 9.246173], [5.269203, -0.602689, 8.645650], [5.195172, -0.368339, 7.152914], [4.658890, -1.451241, 6.409277], [3.259903, -1.692585, 6.481318], [2.402567, -0.663026, 5.780217], [2.313670, 0.534281, 6.539150], [2.155480, 1.681443, 5.737451], [4.447910, -1.078061, 11.196349], [2.795354, -1.413257, 10.634760], [4.127690, -2.439048, 10.078092], [5.737398, -1.575898, 8.831512], [5.895135, 0.179602, 9.096067], [6.222600, -0.264742, 6.794740], [4.681377, 0.566525, 6.923194], [2.936241, -1.838781, 7.513026], [3.114519, -2.641782, 5.960249], [1.389080, -1.061132, 5.659533], [2.821293, -0.461699, 4.787157], [2.942734, 1.742618, 4.976439], [2.236352, 2.552569, 6.385755], [1.174006, 1.690563, 5.248278]],
  "atomic_forces_ev_per_a": [[-0.23, -0.61, 0.50], [-0.04, 0.55, -0.32], [0.43, -0.47, -0.04], [-0.13, 0.02, 0.06], [1.05, -0.78, 0.65], [-0.03, 0.60, 0.29], [0.23, 0.31, -1.15], [-0.13, -0.26, 0.74], [-0.03, 0.40, -0.29], [-0.35, -0.38, 0.60], [-1.06, 0.68, 0.14], [0.75, -0.33, -0.16], [-1.61, 0.93, 0.41], [-0.27, -0.62, -0.03], [0.30, 0.43, -0.11], [0.22, -0.04, -0.24], [-0.13, -0.08, 0.22], [0.83, 0.03, -0.35], [-0.69, 0.05, 0.55], [0.51, -0.01, -0.14], [0.49, -0.59, -0.41], [0.00, -0.15, 0.07], [-0.19, 0.08, 0.29], [-0.12, -0.27, -0.29], [0.06, 0.01, -0.02], [-0.52, 0.47, 0.30], [0.15, -0.14, -0.39], [0.26, -0.12, 0.22], [-0.90, -0.64, -0.09], [-0.02, 0.24, -0.36], [-0.38, 0.05, 0.38], [-0.06, -0.56, -0.66], [0.33, -0.45, 0.24], [0.56, 0.44, -0.25], [-0.01, -0.17, 0.09], [0.07, 0.17, 0.03], [0.20, -0.16, 0.11], [-0.42, 0.20, -0.18], [0.01, -0.37, 0.27], [-0.09, 0.10, 0.21], [-0.16, 0.07, -0.01], [0.18, 0.09, -0.24], [-0.04, 0.17, -0.26], [-0.61, 0.41, -0.16], [-0.15, -0.09, -0.20], [0.08, -0.22, -0.32], [-0.09, 0.05, 0.31], [-0.10, -0.01, 0.44], [0.02, 0.13, -0.13], [0.09, -0.09, -0.16], [0.08, -0.15, 0.19], [0.00, -0.18, -0.11], [0.10, 0.11, -0.16], [0.18, -0.06, -0.08], [0.15, 0.16, -0.31], [0.56, -0.41, -0.09], [0.08, 0.10, -0.25], [0.08, -0.11, 0.28], [-0.07, -0.07, 0.05], [0.21, -0.06, -0.19], [-0.13, 0.10, -0.21], [-0.03, 0.07, 0.10], [-0.15, 0.08, -0.06], [-0.21, -0.13, 0.16], [0.07, 0.13, 0.00], [0.18, 0.00, -0.10], [-0.08, 0.21, 0.07], [0.27, 0.37, 0.10], [0.52, 0.14, 0.08], [0.04, -0.02, 0.14], [-0.03, -0.11, -0.07], [0.02, 0.25, 0.13], [0.03, 0.21, 0.16], [0.11, 0.06, 0.22], [-0.15, 0.05, -0.03], [0.08, 0.09, -0.08], [-0.08, 0.24, -0.08], [0.08, 0.00, 0.05], [-0.07, -0.18, 0.01], [-0.13, 0.00, -0.03], [-0.07, -0.05, -0.07], [-0.02, 0.10, -0.08], [-0.12, 0.05, 0.07], [0.16, -0.28, -0.03], [-0.06, 0.15, 0.20], [-0.11, -0.04, -0.07], [0.00, -0.02, -0.01], [0.10, -0.05, -0.07], [0.07, 0.18, 0.21], [-0.10, 0.01, -0.24], [0.12, 0.07, 0.00], [0.09, -0.01, -0.05], [-0.06, 0.04, 0.02], [0.00, 0.05, -0.05], [0.02, -0.02, 0.00], [0.00, -0.05, -0.18], [0.04, -0.02, -0.02], [0.12, 0.08, 0.14], [-0.13, 0.10, 0.11], [-0.04, -0.02, -0.03], [0.01, -0.17, -0.09], [-0.01, -0.01, 0.00], [0.07, 0.03, 0.14], [0.07, 0.01, 0.05], [-0.10, -0.05, -0.02], [-0.02, 0.15, 0.00], [-0.08, -0.26, -0.17], [-0.13, 0.18, 0.12], [0.08, 0.06, -0.09], [0.00, -0.02, -0.01], [0.02, -0.11, 0.00], [-0.16, 0.09, 0.28], [0.33, 0.08, -0.08], [-0.08, -0.06, 0.10], [0.02, -0.10, 0.03], [0.01, 0.07, 0.01], [0.05, 0.00, 0.04], [-0.01, -0.02, -0.01], [0.15, -0.08, -0.06], [0.00, -0.04, 0.00], [-0.15, -0.02, 0.14], [-0.05, 0.18, 0.04], [0.04, 0.02, -0.04], [0.06, -0.13, -0.18], [0.00, 0.01, -0.02], [-0.05, 0.00, -0.05], [-0.05, -0.02, 0.03], [0.03, 0.04, -0.09]]
}